Density functional theory data (ωB97M-V with the def2-TZVPD basis set) for C30H43N4 as an isolated structure at a distorted geometry.

Structure (XYZ):
```
77
Properties=species:S:1:pos:R:3:forces:R:3
C 4.513 -3.761 1.657 0.0938 -0.5723 0.1994
N 4.392 -2.327 1.689 -0.7205 0.1324 0.2952
C 5.640 -1.641 1.499 0.5468 0.3045 -0.3191
C 5.552 -0.158 1.817 -0.1276 -0.0623 0.1947
C 4.362 0.484 1.115 0.4924 0.5124 -0.4264
C 3.114 -0.320 1.244 -0.6932 -0.0426 -0.2170
C 3.184 -1.680 1.645 0.1616 -0.0600 -0.6356
C 1.968 -2.332 1.932 -0.3651 0.1946 0.0549
C 0.749 -1.736 1.627 0.1903 0.1272 -0.4206
C 0.694 -0.516 0.896 -0.1429 0.2779 0.1241
C -0.531 0.113 0.293 -0.4819 1.3308 0.7946
C -1.853 -0.558 0.533 0.4973 -0.0063 -0.2448
C -2.966 0.206 0.938 -0.1361 -0.2871 0.1760
C -4.188 -0.379 1.281 0.7216 -0.1884 -0.2837
C -4.337 -1.791 1.218 -0.1825 0.1966 -0.2964
N -5.552 -2.378 1.468 0.4794 -0.1665 0.2566
C -5.747 -3.793 1.283 0.0534 -0.5183 -0.1062
C -6.770 -1.618 1.613 -0.3280 0.4183 -0.2919
C -6.524 -0.277 2.280 0.0458 -0.1551 0.2147
C -5.366 0.468 1.629 -0.4993 0.7812 -0.2198
C -3.216 -2.560 0.847 0.3175 -0.0968 -0.2760
C -2.007 -1.963 0.507 -0.2943 0.1097 0.2679
C 1.893 0.221 0.848 0.3795 -0.3303 0.4924
H 3.551 -4.257 1.513 0.2190 0.1604 -0.0020
H 5.179 -4.067 0.834 -0.2005 0.1489 0.1201
H 4.968 -4.136 2.585 -0.1420 -0.0028 -0.1168
H 6.393 -2.124 2.137 -0.1039 0.1206 -0.0863
H 5.980 -1.781 0.459 -0.0234 0.0310 0.0960
H 5.442 -0.030 2.898 0.0387 -0.0120 -0.0472
H 6.481 0.329 1.513 -0.0523 -0.0309 0.0967
H 4.195 1.492 1.517 0.0302 -0.1439 -0.1013
H 4.589 0.615 0.041 0.0096 -0.0282 0.2977
H 1.979 -3.321 2.392 -0.0934 0.4270 0.0234
H -0.151 -2.209 2.014 0.2338 0.0658 -0.3974
H -0.582 1.213 0.424 -0.1118 -0.8300 0.6545
H -2.843 1.294 1.056 -0.1799 -0.4509 -0.1850
H -5.015 -4.383 1.849 -0.1665 0.1103 -0.0773
H -6.749 -4.054 1.645 0.3565 0.0088 -0.0934
H -5.684 -4.093 0.224 0.0104 0.0610 0.1685
H -7.242 -1.464 0.624 0.0979 -0.0113 0.1757
H -7.468 -2.225 2.200 0.1054 0.2295 -0.0465
H -7.440 0.313 2.211 0.0853 0.0394 0.0688
H -6.319 -0.433 3.342 0.0274 -0.0511 -0.0507
H -5.055 1.291 2.282 -0.0112 -0.0507 -0.1135
H -5.733 0.938 0.700 0.0925 -0.0760 0.2383
H -3.305 -3.645 0.779 0.1000 0.3787 0.0614
H -1.160 -2.621 0.293 -0.4049 0.3205 -0.2598
H 1.864 1.286 0.574 0.0657 -0.5176 -0.2585
C 3.850 3.645 -2.996 -0.1808 -0.2684 0.0173
C 3.937 3.962 -1.486 -0.1534 -0.2387 0.0636
C 2.524 3.740 -0.935 -0.0919 0.8325 0.4445
N 1.834 2.935 -1.905 0.0773 -0.8292 -0.2837
C 0.396 2.940 -1.782 -0.1990 0.3812 -0.2122
C -0.206 1.673 -2.365 -0.3917 0.7357 -0.0116
C -1.700 1.731 -2.703 0.0703 0.2239 -0.1502
C -2.042 0.236 -2.875 -0.4433 -0.3133 -0.3375
C -0.846 -0.547 -2.302 0.8681 -0.2623 -0.4146
N -0.095 0.455 -1.499 0.5414 -1.5508 0.5753
C 2.404 3.156 -3.242 -0.1825 0.3833 -0.3166
H 4.068 4.527 -3.603 0.0031 -0.2340 0.0537
H 4.554 2.849 -3.266 -0.0450 0.2985 0.0249
H 4.625 3.272 -0.994 0.0677 0.1735 -0.0399
H 4.260 4.985 -1.300 0.1096 -0.1356 0.0367
H 2.517 3.225 0.036 0.1113 0.1958 -0.1058
H 2.004 4.712 -0.776 0.2126 -0.2338 -0.0980
H 0.105 3.034 -0.716 0.1981 0.0038 -0.4615
H -0.047 3.826 -2.319 0.1593 -0.5565 0.3600
H 0.363 1.416 -3.289 -0.3417 0.0958 0.5239
H -2.267 2.195 -1.869 0.3112 -0.2793 -0.3931
H -1.897 2.336 -3.622 0.2169 -0.5120 0.7781
H -2.987 -0.026 -2.370 0.4441 0.0313 -0.2427
H -2.121 -0.026 -3.943 -0.2270 0.1360 0.4335
H -1.119 -1.419 -1.699 0.1089 0.3131 -0.2630
H -0.136 -0.855 -3.095 -0.6273 -0.0925 0.1768
H 0.909 0.233 -1.367 -0.6540 -0.0584 -0.4169
H 1.845 3.924 -3.832 0.0789 -0.3178 0.4676
H 2.389 2.235 -3.851 -0.0317 0.2825 0.2927
```
Forces are in eV/Å.

The spin multiplicity is 1. The value obtained for the largest force on an atom is 1.74 eV/A. As for the net charge: +1. As for the gap between HOMO and LUMO: 0.2697 hartree. As for the total energy: -37762.07056 eV. The value obtained for the LUMO energy is -0.092 hartree. The HOMO energy comes out at -9.84 eV.

Formally, the Mulliken partial charges of the atoms, in units of the elementary charge, are as follows: -1.13, 0.08, -0.79, -1.04, -0.42, 0.74, 0.99, -1.52, -0.57, -0.38, -0.03, 1.24, -0.36, 0.32, 0.60, 0.01, -1.19, -0.59, -0.89, -0.76, -1.38, -1.07, -0.97, 0.40, 0.33, 0.31, 0.46, 0.37, 0.35, 0.39, 0.42, 0.22, 0.46, 0.79, 0.41, 0.38, 0.37, 0.33, 0.37, 0.28, 0.43, 0.36, 0.32, 0.42, 0.30, 0.30, 0.63, 0.06, -0.69, -0.49, -0.65, 0.53, -1.01, -0.04, -0.90, -0.54, -0.54, -0.31, -0.66, 0.29, 0.28, 0.13, 0.37, 0.25, 0.35, 0.38, 0.32, 0.31, 0.31, 0.43, 0.29, 0.35, 0.33, 0.43, 0.43, 0.35, 0.32